Record 1
Computed, not measured: a molecular structure, C23H63Be2N5O10 at a distorted geometry, with the ωB97M-V functional and the def2-TZVPD basis.

LUMO level = -0.347 hartree
Total charge = +2
Spin multiplicity = 1

Last column: Löwdin charge in e.
Cartesian coordinates (Å):
Be 2.587 8.368 21.702  1.129
Be 5.564 11.570 24.238  1.060
C 5.065 8.710 23.326  -1.012
O 4.259 9.626 23.145  -0.071
O 6.095 9.026 23.944  -0.044
O 4.806 7.601 22.828  -0.033
C 5.778 6.521 26.633  -0.040
C 7.323 6.864 26.699  -0.356
C 8.111 6.151 25.540  -0.181
O 9.528 6.231 25.634  -0.189
C 10.131 5.653 26.783  -0.089
N 7.306 8.282 26.441  0.020
H 5.629 5.441 26.649  0.083
H 5.394 6.832 25.662  0.047
H 5.307 7.028 27.476  0.065
H 7.729 6.763 27.705  0.132
H 7.725 6.331 24.536  0.085
H 7.910 5.086 25.652  0.119
H 9.917 6.294 27.638  0.082
H 11.206 5.587 26.617  0.094
H 9.847 4.613 26.944  0.093
H 8.245 8.494 26.135  0.083
H 6.864 8.448 25.548  0.011
C 3.321 9.349 26.583  -0.041
C 3.965 10.535 27.284  -0.386
C 4.270 10.371 28.828  -0.145
O 4.903 11.590 29.287  -0.199
C 5.336 11.559 30.655  -0.073
N 5.272 10.688 26.651  0.089
H 4.072 8.559 26.580  0.060
H 2.923 9.689 25.627  0.051
H 2.479 9.122 27.237  0.095
H 3.349 11.422 27.135  0.129
H 4.881 9.473 28.914  0.128
H 3.314 10.206 29.325  0.131
H 6.022 10.728 30.819  0.090
H 4.497 11.373 31.326  0.089
H 5.788 12.510 30.939  0.096
H 5.738 9.799 26.766  0.038
H 5.791 11.293 27.271  0.082
C 0.069 6.073 23.221  -0.052
C 1.504 5.946 23.575  -0.423
C 2.376 5.169 22.596  -0.103
O 2.544 5.961 21.376  -0.242
C 2.984 5.276 20.228  -0.067
N 1.987 7.280 23.905  0.101
H -0.471 5.184 22.897  0.104
H -0.060 6.742 22.370  0.073
H -0.555 6.540 23.983  0.093
H 1.582 5.395 24.512  0.162
H 2.065 4.127 22.517  0.156
H 3.389 5.164 22.998  0.110
H 2.990 5.890 19.327  0.097
H 2.285 4.466 20.020  0.108
H 4.010 4.926 20.339  0.096
H 2.886 7.256 24.365  0.079
H 1.377 7.677 24.606  0.100
C 7.963 9.020 20.444  -0.033
C 8.191 7.722 21.174  -0.451
C 9.390 6.940 20.684  -0.174
O 9.212 6.460 19.299  -0.198
C 10.059 5.333 19.066  -0.104
N 8.474 8.012 22.553  0.078
H 7.075 9.509 20.843  0.053
H 7.732 8.845 19.393  0.090
H 8.816 9.675 20.621  0.083
H 7.318 7.072 21.133  0.115
H 9.533 6.086 21.347  0.106
H 10.356 7.418 20.846  0.131
H 11.114 5.588 19.160  0.091
H 9.831 5.242 18.004  0.091
H 9.727 4.474 19.649  0.087
H 7.711 8.529 22.966  0.029
H 8.327 7.175 23.099  0.035
C 5.039 12.941 19.802  -0.024
C 5.458 12.252 21.118  -0.431
C 6.957 12.413 21.446  -0.221
O 7.342 11.475 22.402  -0.228
C 8.726 11.630 22.678  -0.068
N 4.693 12.861 22.162  0.076
H 5.426 13.960 19.798  0.097
H 3.956 12.959 19.681  0.085
H 5.489 12.363 18.994  0.093
H 5.291 11.177 21.059  0.129
H 7.106 13.428 21.812  0.137
H 7.501 12.383 20.502  0.144
H 8.916 12.598 23.140  0.098
H 9.364 11.642 21.793  0.104
H 8.979 10.813 23.353  0.101
H 3.777 12.591 21.833  0.086
H 4.623 13.867 22.208  0.113
C 1.747 12.744 24.935  -0.122
O 2.760 11.894 24.444  -0.193
H 2.341 13.625 25.182  0.094
H 0.998 13.072 24.214  0.089
H 1.268 12.270 25.791  0.088
H 2.367 11.111 24.050  0.050
C 6.604 4.702 22.440  -0.150
O 5.738 5.022 23.497  -0.136
H 6.198 5.114 21.516  0.068
H 7.660 4.951 22.534  0.070
H 6.636 3.616 22.344  0.091
H 5.558 5.964 23.530  0.011

Cartesian forces, eV/Å:
2.6 -2.7 4.1
-1.2 -2.7 -0.9
1.8 -1.9 -0.4
-5.4 5.2 -1.8
1.6 1.3 1.4
-1.0 -2.3 -1.1
1.8 -1.0 0.2
-1.7 0.1 -1.9
0.1 -2.3 2.5
-0.1 0.9 -0.9
-0.1 0.2 -0.3
0.8 1.7 -0.2
-0.2 0.0 0.4
-0.1 0.4 0.0
-0.2 -0.2 -0.2
0.1 -0.8 -0.2
0.3 0.8 0.3
-0.4 -0.4 0.1
0.2 -0.3 0.3
-0.1 0.5 -0.1
-0.6 0.0 0.1
0.8 0.6 0.6
-0.6 -0.3 -0.2
-0.5 0.8 1.7
0.3 0.3 0.4
-0.6 0.9 -1.0
-0.3 -1.0 -0.6
-0.4 -0.6 0.0
0.5 2.0 -1.4
-0.5 -0.3 -0.5
0.4 -0.4 -0.1
-0.2 -0.7 -0.2
0.2 0.2 0.1
0.4 0.0 0.4
0.0 0.0 0.3
0.3 0.1 -0.1
-0.3 0.1 0.0
0.0 -0.1 -0.4
0.8 -0.7 -0.6
0.4 0.6 0.0
-1.6 0.4 -1.0
-0.2 -1.0 0.8
1.5 1.8 0.5
-1.3 1.7 0.4
0.3 -0.8 -0.9
0.6 1.2 -1.6
0.5 -0.3 0.3
0.2 0.2 -0.3
0.2 -0.1 0.4
0.0 -0.5 0.1
-0.4 0.2 -0.8
0.1 -0.4 0.3
-0.2 0.5 0.3
0.2 -0.2 0.0
0.0 -0.2 0.3
0.7 0.0 -0.3
-0.5 0.4 -0.2
-0.6 -0.1 -0.3
0.4 -0.2 -0.2
0.0 -1.2 -1.3
0.4 0.9 2.7
-1.0 1.1 -1.4
-0.1 0.2 1.4
-0.1 0.1 0.3
0.5 0.1 -0.1
0.0 0.0 -0.4
-0.2 0.0 -0.6
-0.5 -0.6 0.1
0.0 0.8 -0.5
0.1 -0.2 0.4
0.5 -1.0 -0.1
0.3 -0.1 0.0
-0.2 0.7 -0.3
0.8 -0.5 -0.1
1.1 -0.8 0.2
1.9 1.1 -1.3
-1.5 1.0 -1.3
-0.7 0.2 0.5
0.8 0.0 1.0
-1.0 -1.8 2.4
-0.1 0.0 -0.2
0.0 0.0 0.0
-0.1 0.3 -0.3
-0.4 0.0 0.3
0.1 0.3 0.2
0.5 -0.7 0.1
-0.1 0.1 0.3
-0.3 -0.5 -0.3
0.3 0.1 -0.2
-0.9 -0.1 1.2
0.8 0.4 -0.3
0.4 0.8 0.5
0.5 -0.8 -0.9
-0.6 0.2 0.6
0.0 -0.3 -0.3
-0.1 0.4 0.2
0.2 -0.2 0.0
-0.3 -0.6 -0.7
0.0 -0.5 0.9
0.3 0.0 -0.3
0.0 0.6 0.4
-0.3 -0.1 0.0
0.1 0.5 -0.5

---

Record 2
Computed, not measured: 8 unconnected molecules or ions with the total composition C23H63IO9P, with the ωB97M-V functional and the def2-TZVPD basis.

LUMO level = 0.062 hartree
Total charge = -1
Spin multiplicity = 1

Last column: Löwdin charge in e.
Cartesian coordinates (Å):
I 3.791 5.032 5.364  0.511
C 2.218 5.357 3.753  -0.782
C 1.773 6.821 3.915  -0.400
O 0.423 6.827 3.612  -0.382
P -0.361 5.454 4.401  0.447
O 1.178 4.568 3.932  -0.411
H 2.735 5.122 2.823  0.064
H 2.318 7.499 3.258  0.107
H 1.957 7.138 4.945  0.044
H -1.535 6.219 4.748  -0.060
H 0.259 5.775 5.668  -0.014
H -0.860 4.234 5.004  -0.056
H -0.907 5.061 3.127  -0.029
C 0.675 3.796 0.869  -0.060
C 1.692 3.467 -0.208  -0.490
C 1.414 2.113 -0.847  -0.067
O 3.022 3.502 0.325  -0.060
H 0.710 3.059 1.670  0.079
H 0.872 4.768 1.314  0.066
H -0.338 3.808 0.460  0.082
H 1.687 4.236 -0.984  0.132
H 1.453 1.329 -0.087  0.073
H 2.153 1.888 -1.620  0.071
H 0.420 2.094 -1.298  0.071
H 3.051 2.858 1.042  0.078
C 2.865 -1.264 3.819  -0.072
C 2.295 0.146 3.835  -0.499
C 2.198 0.711 5.239  -0.053
O 1.036 0.166 3.167  -0.060
H 2.214 -1.944 4.375  0.083
H 2.943 -1.642 2.800  0.068
H 3.856 -1.299 4.275  0.073
H 2.939 0.800 3.240  0.134
H 1.534 0.095 5.854  0.080
H 1.809 1.730 5.230  0.074
H 3.184 0.722 5.706  0.079
H 0.432 -0.395 3.666  0.078
C -3.052 -0.059 -0.414  -0.057
C -2.450 -0.309 0.959  -0.485
C -1.433 -1.436 0.928  -0.055
O -3.478 -0.596 1.913  -0.052
H -3.569 -0.958 -0.767  0.075
H -3.774 0.754 -0.380  0.064
H -2.280 0.196 -1.142  0.078
H -1.971 0.602 1.319  0.141
H -1.913 -2.371 0.619  0.071
H -1.000 -1.591 1.916  0.067
H -0.624 -1.216 0.231  0.073
H -3.920 -1.399 1.617  0.080
C -7.652 1.322 -1.396  -0.063
C -6.661 2.331 -1.956  -0.502
C -7.200 3.023 -3.200  -0.066
O -5.408 1.709 -2.224  -0.056
H -7.851 0.540 -2.135  0.078
H -7.247 0.849 -0.503  0.079
H -8.601 1.797 -1.140  0.077
H -6.438 3.079 -1.194  0.140
H -7.386 2.287 -3.988  0.078
H -6.477 3.745 -3.576  0.078
H -8.136 3.542 -2.991  0.077
H -5.545 1.031 -2.895  0.088
C -0.492 -3.381 -2.573  -0.049
C -1.472 -4.340 -1.918  -0.501
C -1.493 -5.695 -2.608  -0.063
O -2.781 -3.770 -1.894  -0.060
H -0.776 -3.206 -3.616  0.057
H -0.500 -2.423 -2.055  0.071
H 0.525 -3.778 -2.555  0.082
H -1.205 -4.474 -0.868  0.132
H -1.803 -5.579 -3.651  0.075
H -2.200 -6.364 -2.120  0.077
H -0.506 -6.161 -2.597  0.078
H -3.048 -3.616 -2.806  0.084
C 6.291 -2.441 2.185  -0.057
C 5.875 -3.692 2.944  -0.505
C 6.704 -4.901 2.536  -0.068
O 4.484 -3.950 2.770  -0.059
H 6.138 -2.585 1.111  0.083
H 5.692 -1.587 2.497  0.068
H 7.344 -2.208 2.351  0.080
H 5.990 -3.521 4.015  0.137
H 6.564 -5.110 1.472  0.079
H 6.396 -5.783 3.097  0.076
H 7.767 -4.730 2.711  0.077
H 4.325 -4.099 1.832  0.088
C -0.678 -1.844 -8.190  -0.063
C -0.103 -2.060 -6.800  -0.498
C 0.990 -3.117 -6.796  -0.060
O -1.134 -2.401 -5.873  -0.066
H -1.128 -2.770 -8.560  0.080
H -1.453 -1.078 -8.168  0.079
H 0.095 -1.537 -8.895  0.079
H 0.302 -1.119 -6.425  0.140
H 0.586 -4.078 -7.127  0.080
H 1.390 -3.247 -5.791  0.076
H 1.807 -2.844 -7.464  0.079
H -1.528 -3.231 -6.166  0.085

Cartesian forces, eV/Å:
0.5 -0.2 0.1
-0.8 0.0 -0.3
0.0 0.2 0.2
-0.3 0.2 0.1
-0.7 -0.1 0.4
0.2 -0.6 0.0
0.5 0.0 0.2
0.1 0.0 -0.2
0.0 0.1 0.1
0.0 -0.1 -0.1
0.2 0.3 -0.2
0.0 0.1 -0.1
0.2 0.1 0.0
0.0 0.1 -0.2
0.0 -0.2 0.1
0.1 0.0 -0.1
0.0 -0.1 -0.2
0.0 -0.1 0.1
0.0 0.0 0.0
0.0 0.0 0.0
0.0 0.0 0.0
0.0 0.0 0.0
0.0 0.0 0.0
0.0 0.0 0.0
0.0 0.1 0.1
0.0 0.1 -0.1
0.1 -0.1 0.0
-0.1 0.1 0.1
0.0 0.0 -0.1
0.0 0.0 0.1
0.0 0.0 0.0
0.0 0.0 0.0
-0.1 0.0 0.0
0.0 0.0 0.0
0.0 0.0 -0.1
0.0 0.0 0.0
0.0 0.1 0.0
-0.1 0.0 0.1
0.0 -0.1 -0.2
0.0 -0.1 0.1
0.0 0.0 0.0
0.1 0.0 0.0
0.0 0.0 0.0
0.0 0.0 0.0
0.0 0.0 0.1
0.0 0.0 -0.1
0.0 0.0 0.0
0.0 0.0 0.0
0.0 0.0 0.0
0.1 0.0 0.0
-0.1 -0.1 -0.1
0.1 0.0 0.0
0.0 0.1 0.0
0.0 0.0 0.0
0.0 0.0 0.0
0.0 0.0 0.0
0.0 0.0 0.0
0.0 0.0 0.0
0.0 0.0 0.0
0.0 0.0 0.0
0.0 0.0 0.0
0.0 0.0 0.0
0.1 0.1 -0.1
-0.1 0.0 0.0
0.0 -0.1 0.1
0.1 0.0 0.0
0.0 0.0 0.0
0.0 0.0 0.0
0.0 0.0 0.0
0.0 0.0 0.0
0.0 0.0 0.0
0.0 0.0 0.0
0.0 0.1 0.0
-0.1 0.0 0.0
0.1 0.0 -0.1
-0.1 0.0 0.0
0.0 -0.1 0.0
0.0 0.0 0.0
0.0 0.0 0.0
0.0 0.0 0.0
0.0 0.0 0.0
0.0 0.0 0.0
0.0 0.0 0.0
0.0 0.0 0.0
0.0 0.0 0.0
-0.1 0.0 0.0
0.0 -0.1 -0.1
0.0 0.0 0.1
0.0 0.0 0.0
0.0 0.0 0.0
0.0 0.0 0.0
0.0 0.0 0.0
0.0 0.0 0.0
0.0 0.0 0.0
0.0 0.0 0.0
0.0 0.0 0.0
0.0 0.0 0.0

---

Record 3
Computed, not measured: 11 unconnected molecules or ions with the total composition C23H67O19PS2, with the ωB97M-V functional and the def2-TZVPD basis.

LUMO level = 0.002 hartree
Total charge = 0
Spin multiplicity = 1
SMILES = COCCCCC[C@@]1(CCCCS(=O)(=O)O)OS(=O)(=O)O[C@]1(C)[PH2]=O.CO.CO.CO.CO.CO.CO.CO.CO.CO.CO

Last column: Löwdin charge in e.
Cartesian coordinates (Å):
C -0.631 -2.847 1.261  -0.088
O 0.654 -2.262 1.431  -0.188
C 0.926 -1.256 0.474  -0.251
C 2.283 -0.644 0.781  -0.170
C 2.387 0.791 0.267  -0.192
C 2.532 0.869 -1.262  -0.165
C 1.780 2.078 -1.813  -0.118
C 1.974 2.346 -3.305  -0.403
C 3.380 2.793 -3.681  -0.109
C 3.826 4.213 -3.325  -0.163
C 4.111 4.493 -1.839  -0.184
C 3.050 5.275 -1.071  -0.236
S 3.007 7.021 -1.373  0.577
O 4.315 7.558 -1.152  -0.266
O 1.869 7.551 -0.705  -0.255
O 2.697 7.157 -2.935  -0.158
O 1.792 1.082 -4.043  -0.164
S 0.249 0.749 -4.219  0.592
O -0.219 -0.130 -3.211  -0.203
O 0.045 0.478 -5.594  -0.205
O -0.285 2.212 -3.836  -0.176
C 0.804 3.167 -3.898  -0.517
C 0.360 4.397 -3.136  -0.021
P 0.971 3.646 -5.712  0.781
O -0.309 3.723 -6.433  -0.375
H -0.545 -3.928 1.139  0.077
H -1.245 -2.638 2.137  0.060
H -1.137 -2.431 0.385  0.092
H 0.148 -0.482 0.519  0.103
H 0.901 -1.685 -0.537  0.125
H 2.435 -0.673 1.862  0.115
H 3.074 -1.259 0.340  0.118
H 3.225 1.299 0.750  0.111
H 1.471 1.318 0.556  0.106
H 3.592 0.916 -1.523  0.112
H 2.138 -0.039 -1.718  0.108
H 0.717 1.950 -1.597  0.134
H 2.096 2.967 -1.256  0.099
H 3.475 2.677 -4.761  0.106
H 4.078 2.077 -3.243  0.127
H 4.758 4.359 -3.875  0.123
H 3.125 4.944 -3.735  0.071
H 5.050 5.041 -1.736  0.116
H 4.258 3.543 -1.320  0.115
H 3.265 5.257 0.001  0.124
H 2.034 4.906 -1.210  0.072
H 3.537 7.233 -3.412  0.104
H 0.245 4.183 -2.073  0.095
H -0.614 4.707 -3.517  0.110
H 1.053 5.228 -3.277  0.062
H 1.646 4.880 -5.581  0.028
H 1.954 2.796 -6.245  0.033
C -2.581 -6.891 1.047  -0.152
O -1.908 -6.268 2.139  -0.135
H -1.803 -7.269 0.388  0.061
H -3.204 -7.728 1.368  0.075
H -3.202 -6.188 0.486  0.075
H -2.572 -5.924 2.747  0.045
C 1.515 -8.514 0.637  -0.153
O 0.572 -7.514 0.285  -0.131
H 1.800 -9.025 -0.280  0.078
H 2.414 -8.088 1.090  0.080
H 1.093 -9.252 1.325  0.062
H 0.304 -7.052 1.088  0.058
C -4.307 -8.148 -2.479  -0.157
O -4.466 -8.440 -1.098  -0.129
H -3.960 -7.119 -2.544  0.078
H -3.561 -8.793 -2.950  0.076
H -5.249 -8.233 -3.027  0.074
H -4.769 -9.348 -1.009  0.075
C 3.417 11.016 0.910  -0.159
O 3.846 9.781 1.458  -0.120
H 3.910 11.805 1.476  0.080
H 3.698 11.112 -0.143  0.078
H 2.335 11.140 1.000  0.056
H 3.418 9.078 0.959  0.040
C -1.355 0.612 2.742  -0.141
O -1.419 1.149 1.424  -0.134
H -0.324 0.306 2.911  0.079
H -1.629 1.359 3.493  0.078
H -1.995 -0.267 2.847  0.060
H -2.333 1.396 1.248  0.073
C -4.352 -3.273 2.806  -0.140
O -3.309 -2.420 3.258  -0.140
H -3.931 -3.908 2.027  0.073
H -4.733 -3.904 3.610  0.066
H -5.171 -2.685 2.380  0.068
H -3.680 -1.844 3.934  0.079
C -3.286 -5.562 6.493  -0.148
O -3.162 -5.190 5.128  -0.134
H -4.347 -5.693 6.691  0.078
H -2.773 -6.503 6.709  0.078
H -2.899 -4.787 7.161  0.078
H -2.229 -5.053 4.937  0.081
C 0.018 12.047 2.635  -0.171
O -0.589 13.213 2.097  -0.121
H -0.504 11.822 3.562  0.078
H -0.081 11.190 1.963  0.073
H 1.076 12.206 2.860  0.069
H -0.146 13.436 1.273  0.070
C -6.273 -0.040 0.909  -0.164
O -5.557 0.568 1.978  -0.131
H -5.533 -0.480 0.245  0.080
H -6.938 -0.832 1.266  0.072
H -6.859 0.689 0.343  0.076
H -6.191 0.973 2.577  0.072
C 1.257 -12.548 0.491  -0.166
O 1.760 -11.931 1.666  -0.131
H 2.120 -12.859 -0.094  0.078
H 0.655 -13.432 0.717  0.074
H 0.661 -11.857 -0.111  0.072
H 1.013 -11.648 2.202  0.070

Cartesian forces, eV/Å:
0.0 0.0 0.0
0.1 -0.1 -0.1
-0.1 0.0 0.1
0.1 0.0 -0.1
-0.1 -0.1 -0.1
0.0 0.1 0.1
0.1 0.1 0.2
0.1 -0.1 0.0
0.0 0.0 -0.1
0.0 0.0 0.0
0.1 0.1 0.0
-0.1 0.0 0.1
0.2 -0.1 0.0
0.0 0.0 0.0
-0.1 0.1 0.1
0.0 -0.1 -0.1
0.0 0.1 0.3
-0.1 0.2 0.1
0.0 -0.2 0.0
-0.1 -0.1 -0.1
0.1 -0.1 -0.1
0.0 0.1 -0.2
-0.2 0.0 0.0
-0.1 0.1 0.1
-0.1 0.0 0.0
0.1 0.0 0.0
0.0 0.0 0.0
0.0 0.0 0.0
0.0 0.0 0.0
0.0 0.0 0.0
-0.1 0.0 0.0
0.0 0.0 0.1
0.0 0.1 0.0
0.1 0.0 0.1
0.0 -0.1 0.0
0.0 0.0 0.0
0.0 0.0 0.0
-0.1 -0.2 -0.1
0.0 -0.1 0.0
0.0 0.0 0.0
0.0 0.1 0.0
0.0 -0.1 0.0
0.0 0.0 0.0
0.0 0.0 0.0
0.0 -0.1 0.0
0.1 0.2 0.0
0.0 0.1 0.0
0.0 0.0 -0.1
0.0 0.0 0.0
0.0 -0.1 0.0
0.2 -0.1 0.0
0.0 0.0 0.0
0.1 0.0 -0.1
-0.1 0.0 0.0
-0.1 0.0 -0.1
0.0 0.0 0.0
0.0 0.0 0.0
0.0 0.0 0.0
0.0 0.0 0.0
0.0 0.0 0.1
0.0 0.0 0.0
0.0 0.0 0.0
0.0 0.0 0.0
0.0 0.0 0.0
0.0 0.0 0.0
0.0 0.0 0.0
0.0 0.0 0.0
0.0 0.0 0.0
0.0 0.0 0.0
0.0 0.0 0.0
0.0 -0.1 0.0
-0.1 0.0 0.0
0.0 0.0 0.0
0.0 0.0 0.0
0.0 0.1 0.0
0.1 0.0 0.0
0.0 -0.1 0.0
-0.1 0.1 0.0
0.0 0.0 0.0
0.0 0.0 0.0
0.0 0.0 0.0
0.0 -0.1 0.0
-0.1 0.1 0.0
0.0 0.0 0.1
0.0 0.0 0.0
0.0 0.0 0.0
0.0 -0.1 -0.1
0.1 0.0 0.0
0.0 0.0 0.0
0.1 -0.1 0.0
0.0 0.0 0.0
0.0 0.0 0.0
0.0 0.0 0.0
0.0 0.1 0.0
0.0 0.1 0.0
0.0 0.0 0.0
0.0 0.0 0.0
0.0 0.0 0.0
0.0 0.0 0.0
0.0 0.0 0.0
0.1 0.0 0.0
0.0 0.0 0.0
0.0 0.0 0.0
0.0 0.0 0.0
0.0 0.0 0.0
0.0 0.0 0.0
0.0 0.0 0.0
0.0 0.0 0.0
0.0 0.0 0.0
0.0 0.0 0.0
0.0 0.0 0.0
0.0 0.0 0.0

---

no.,E (eV)
1,-53578.0673
2,-60689.2959
3,-94793.7434